{
  "formula": "C36H44Cl9IN3O3PS3",
  "method": "ωB97M-V/def2-TZVPD",
  "species": ["I", "Cl", "Cl", "Cl", "Cl", "Cl", "Cl", "Cl", "Cl", "Cl", "S", "S", "S", "P", "O", "O", "O", "N", "N", "N", "C", "C", "C", "C", "C", "C", "C", "C", "C", "C", "C", "C", "C", "C", "C", "C", "C", "C", "C", "C", "C", "C", "C", "C", "C", "C", "C", "C", "C", "C", "C", "C", "C", "C", "C", "C", "H", "H", "H", "H", "H", "H", "H", "H", "H", "H", "H", "H", "H", "H", "H", "H", "H", "H", "H", "H", "H", "H", "H", "H", "H", "H", "H", "H", "H", "H", "H", "H", "H", "H", "H", "H", "H", "H", "H", "H", "H", "H", "H", "H"],
  "positions_angstrom": [[-1.072654, 5.848044, -2.453709], [4.629981, -7.274326, 1.117572], [6.704509, 3.326784, -1.322416], [7.332796, -0.938887, -0.826191], [-0.797026, 3.589882, 5.941030], [1.751783, -0.769532, 6.574672], [2.599855, 1.782105, 5.443488], [9.954593, 0.320576, -0.607739], [-2.428639, 4.727230, 3.810397], [3.837352, 3.832968, -1.095079], [0.968720, -0.552397, -1.913282], [-3.365364, -3.064392, 0.846883], [-5.948249, -4.017065, -0.371957], [-1.269067, 4.743157, -0.219451], [-2.856447, 4.095859, -0.060162], [-0.753244, 2.489506, -4.219816], [3.328961, -6.141551, 3.167025], [3.579837, 0.373350, -0.175649], [5.249654, -1.548768, 1.501560], [-5.506046, -1.262890, -0.102222], [-2.184573, 4.616445, 5.556544], [-0.084263, 2.039966, -1.089349], [-1.857519, -2.720514, -5.709843], [-0.464618, -2.042356, -5.714971], [-5.026583, -2.664529, 0.073983], [1.956526, -1.693060, -0.806881], [3.180418, -1.045397, -0.087003], [1.117745, 1.069206, -1.006198], [0.034169, 3.383244, -0.286697], [1.549447, -3.199453, -0.641419], [-6.808167, -1.764732, 2.106826], [-1.396637, 1.683862, -1.913588], [8.434632, -0.033368, 0.219818], [-6.621901, 0.333183, -1.839369], [-3.042691, -1.950210, -5.015341], [4.660814, -4.436855, 1.847144], [-2.298005, -3.928819, -0.450389], [2.395969, -4.179650, 0.245281], [2.552409, 2.649890, 0.578214], [5.315160, 4.180980, -2.007799], [0.211539, -3.666091, -1.437458], [0.645958, 4.871985, 2.812567], [2.433618, 1.300566, -0.227556], [-5.675942, -0.935298, -1.556735], [3.657477, -3.550873, 0.939353], [-1.025563, -2.977601, -0.671527], [1.352606, 3.625385, 0.537460], [1.452739, 4.989475, 1.404209], [1.722819, 0.987941, 6.757381], [4.078652, -5.877726, 2.211796], [-1.398310, 0.110370, -4.267968], [-2.821422, -0.566013, -4.311324], [-1.136197, 1.513702, -3.506922], [4.035219, -2.031307, 0.801194], [-0.268895, -0.675723, -5.011918], [-6.766386, -1.025815, 0.672197], [0.137870, -4.799101, -1.538430], [2.120565, -5.288362, 0.348970], [-6.132929, -1.821183, -2.147848], [-3.728653, -0.068940, -3.832882], [2.581479, 5.106857, 1.633164], [4.025521, 0.570723, 0.746352], [-7.639671, -1.452715, 0.060312], [7.960150, 0.904837, 0.505084], [0.688197, 1.327536, 6.747990], [-1.974060, -4.932034, -0.010166], [-6.572131, 1.153741, -1.047332], [2.189715, 1.252916, 7.704855], [-2.007006, 5.614837, 5.953597], [-1.381981, -2.019345, -1.213111], [3.517465, 2.838567, 1.154070], [5.612276, -4.598251, 1.208161], [-5.814034, -1.751650, 2.670037], [5.177617, 3.861367, -3.039972], [-6.425225, 0.831807, -2.855761], [5.871591, -1.208700, 0.731688], [-4.639633, -0.677607, -1.998046], [-3.077349, 4.191563, 6.012804], [-2.001800, -3.749439, -6.201957], [-7.724886, -0.017921, -1.862978], [-4.069301, -2.470800, -5.054974], [-7.547544, -1.148819, 2.752748], [-0.350466, 4.303179, 2.706511], [-3.375717, 4.356313, -0.864730], [0.412288, -2.571533, -6.212002], [-2.914541, -4.080380, -1.410187], [-6.962534, 0.091578, 0.880442], [0.772236, -0.179983, -4.985029], [5.002439, -3.889929, 2.787244], [4.955802, -0.771561, 2.111394], [0.327768, -3.193373, -2.488346], [1.275633, 4.250718, 3.560858], [1.156496, 5.913332, 0.805493], [-1.829465, 0.663771, -1.572739], [5.508225, 5.252591, -1.976238], [8.645169, -0.626163, 1.109019], [0.531358, 5.911035, 3.291490], [-7.257522, -2.811862, 2.035510], [-0.645835, -2.651842, 0.370007], [-2.249153, 2.433713, -1.813689]],
  "forces_ev_per_angstrom": [[-0.27, -0.61, 0.25], [-0.37, 1.25, 0.70], [0.10, -0.01, -0.02], [0.18, 0.05, -0.34], [0.05, 0.02, 0.11], [-0.05, 0.03, 0.08], [-0.01, 0.13, 0.00], [-0.05, 0.03, 0.10], [-0.60, 0.10, 0.26], [1.15, 0.81, -1.35], [1.13, 0.27, 1.65], [-0.71, 0.92, -1.00], [1.29, 2.29, 0.46], [0.22, 0.04, 1.29], [1.18, 0.46, -1.96], [-1.33, -3.75, 2.98], [3.10, 1.16, -4.02], [-2.74, -0.78, 1.17], [-1.53, -0.01, -1.41], [0.14, -1.04, 0.44], [-0.24, 0.14, 0.08], [2.62, 1.27, 2.09], [0.57, 3.80, 1.81], [-3.10, 1.50, 1.82], [-0.82, -1.59, -1.00], [1.96, -0.85, 2.04], [-0.85, -4.82, 0.50], [0.60, 1.12, 1.21], [2.61, -3.71, -0.78], [2.17, 0.53, 1.01], [-0.85, 0.82, 0.20], [0.07, -1.34, -0.61], [0.09, 0.14, 0.28], [-0.95, -0.05, 0.15], [3.33, 0.90, -0.27], [0.34, -0.16, -1.35], [0.26, 0.10, -0.52], [1.23, 4.66, -0.70], [-4.27, -2.05, -1.45], [-0.11, 0.43, -0.38], [1.12, 1.45, 0.29], [0.84, -0.53, -0.05], [-2.99, 3.20, 0.63], [0.22, 0.71, -1.37], [-1.72, 1.54, -1.16], [-0.49, 0.08, 0.33], [-0.28, -1.16, -0.60], [0.84, -1.01, 0.27], [-0.12, 0.04, 0.22], [-2.14, -0.06, 3.04], [-1.20, -3.89, -1.59], [2.60, -1.85, -1.41], [1.01, 2.06, -2.58], [-2.68, -1.40, -1.54], [-2.16, -0.46, 0.31], [-1.12, -0.76, 0.92], [0.15, 1.55, 0.31], [0.48, 1.98, -0.18], [0.80, 1.24, 0.99], [1.49, -0.70, -0.75], [-1.79, -0.06, -0.30], [-0.04, -0.07, -1.18], [0.94, 0.72, 0.91], [0.05, -0.11, -0.19], [0.16, -0.12, -0.12], [-0.59, 1.34, -0.65], [0.23, -1.18, -1.05], [0.03, -0.08, -0.21], [0.09, -0.17, -0.13], [0.66, -1.64, 0.86], [-1.84, -0.15, -0.63], [-1.53, 0.17, 1.07], [-1.26, -0.15, -0.97], [0.05, -0.07, 0.21], [-0.03, -0.98, 1.47], [-0.59, -0.13, 1.28], [-1.52, -0.71, 0.80], [0.18, -0.04, -0.13], [0.14, 1.90, 0.91], [1.78, 0.62, 0.05], [1.74, 1.22, 0.25], [1.19, -1.01, -0.99], [1.82, 1.27, -0.03], [0.48, -0.40, 0.97], [-1.31, 0.97, 0.82], [0.95, 0.15, 1.54], [0.68, -1.76, -0.68], [-1.84, -1.04, -0.16], [-0.86, -0.80, -1.19], [0.48, -0.39, -0.30], [-0.40, -1.03, 1.55], [-0.93, 0.92, -1.28], [0.17, -1.41, 0.73], [0.86, 1.59, -0.28], [0.06, -0.19, 0.08], [0.00, -0.01, -0.22], [-0.13, -1.57, -0.86], [0.97, 1.40, 0.08], [-0.69, -0.49, -1.64], [1.50, -0.75, 0.05]],
  "total_charge": 0,
  "smiles": "CCc1cc2c(c(CC(=O)c3ccccc3)c1P(O)I)Sc1c(CCCSC(=S)N(CC)CC)cc(CC(=O)Cl)c(N)c1N2.ClCCl.ClCCl.ClCCl.ClCCl",
  "spin_multiplicity": 1,
  "molar_mass_g_mol": 1139.92,
  "homo_lumo_gap_ev": 7.024,
  "homo_energy_ev": -7.80,
  "energy_ev": -211239.964
}

***

{
  "formula": "C36H44N2RhSi",
  "method": "ωB97M-V/def2-TZVPD",
  "species": ["Rh", "Si", "N", "N", "C", "C", "C", "C", "C", "C", "C", "C", "C", "C", "C", "C", "C", "C", "C", "C", "C", "C", "C", "C", "C", "C", "C", "C", "C", "C", "C", "C", "C", "C", "C", "C", "C", "C", "C", "C", "H", "H", "H", "H", "H", "H", "H", "H", "H", "H", "H", "H", "H", "H", "H", "H", "H", "H", "H", "H", "H", "H", "H", "H", "H", "H", "H", "H", "H", "H", "H", "H", "H", "H", "H", "H", "H", "H", "H", "H", "H", "H", "H", "H"],
  "positions_angstrom": [[0.181985, 0.369039, -1.185088], [0.625730, 0.544957, -3.267600], [-1.586596, -0.534580, 0.158101], [1.093568, -0.922661, 0.237890], [-2.153774, 0.593462, -3.671278], [1.883187, -2.610780, -5.413261], [3.663790, -0.957052, -5.537900], [-1.046582, -0.950323, 1.326496], [-1.023948, 2.467553, -0.095130], [3.120667, -0.283383, -4.433780], [3.059879, -2.722308, 3.638756], [1.165927, 2.223924, -0.914570], [2.420194, -1.143044, 0.214467], [-0.252155, 2.410743, -1.309565], [1.843947, -0.664435, -3.985451], [-0.925352, 0.569204, -4.322998], [4.070794, -1.693806, 4.173746], [-4.300539, 1.010630, 4.184485], [1.177508, 2.192135, 0.528685], [2.092183, -3.070971, 4.772766], [-3.056662, -0.935717, 5.084814], [2.336732, -2.157792, 2.417411], [0.362339, -1.349510, 1.288802], [-5.140435, -1.300760, 3.768186], [-3.240527, 1.006678, -5.808031], [-3.879072, -0.435965, 3.893563], [3.078992, -1.644180, 1.340553], [-1.753462, -0.920506, 2.551568], [-3.317064, 0.838138, -4.412050], [0.950333, -2.120941, 2.314075], [-0.854390, 0.577464, -5.720762], [-2.001179, 0.879739, -6.468663], [-3.079216, -0.503519, 2.585140], [1.345241, -1.931456, -4.304835], [-2.914200, -0.273158, 0.159123], [-3.663820, -0.175760, 1.345801], [3.000241, -2.069937, -6.075002], [3.798154, -3.991917, 3.196123], [-0.996793, -4.267891, -2.713226], [-0.141446, 2.386368, 1.000453], [-4.871207, -2.340292, 3.548098], [-0.421962, 2.524490, 2.042255], [-4.705507, 0.161046, 1.271927], [1.338426, -3.796626, 4.447966], [-1.936701, 1.007335, -7.556515], [4.819308, -1.415823, 3.424518], [-2.205086, -0.274293, 5.274999], [0.520996, -2.345193, -3.712174], [3.086632, -4.702020, 2.757110], [3.657028, 0.547724, -3.969000], [0.273243, -2.617201, 3.015901], [3.552623, -0.780153, 4.492603], [0.092243, 0.346401, -6.222055], [-1.644171, -3.722287, -3.402364], [-4.917149, 1.427736, 3.381119], [1.444891, -3.551894, -5.750681], [-0.567508, 2.751947, -2.290628], [1.995434, 2.415351, -1.594725], [-4.276469, 0.910950, -3.893493], [-1.191331, -1.177659, 3.453526], [4.595290, -2.105316, 5.045884], [-2.693262, -1.954883, 4.919309], [2.076059, 2.133304, 1.132859], [-5.703174, -1.284462, 4.709830], [4.293191, -4.473146, 4.047912], [-4.880308, 1.045317, 5.115565], [2.939993, -0.874261, -0.710637], [1.586983, -2.171093, 5.143319], [-3.407852, -0.160786, -0.817203], [-1.281214, -5.284586, -2.669904], [-5.798756, -0.938786, 2.970645], [2.650501, -3.509610, 5.608243], [-4.147212, 1.232438, -6.389541], [-3.419124, 1.650459, 4.312071], [4.174166, -1.628051, 1.345083], [4.603209, -0.609314, -5.980087], [-2.198757, 0.411609, -2.588722], [0.046253, -4.196319, -3.030338], [4.552395, -3.764312, 2.435187], [3.389900, -2.531432, -6.983824], [-3.677965, -0.944636, 5.988425], [-1.085311, -3.807446, -1.729348], [1.335943, 1.818597, -3.575967], [-2.106267, 2.590092, -0.073557]],
  "forces_ev_per_angstrom": [[-2.13, -3.02, 3.49], [1.43, 0.62, -4.59], [-0.73, -0.90, 0.62], [0.32, -0.18, 0.73], [-0.64, 0.41, -0.59], [0.20, 0.23, 0.40], [-0.01, 0.00, 0.38], [-1.02, 0.67, 0.20], [0.35, 0.24, -0.27], [-0.10, -0.20, -0.79], [0.10, -0.15, 0.07], [-1.11, 1.59, 0.07], [0.18, -0.22, 0.84], [1.64, 1.16, 0.62], [0.52, -0.63, 0.78], [0.34, -0.81, 0.23], [-0.07, 0.19, 0.00], [0.10, 0.21, -0.06], [-0.26, 0.69, -0.50], [-0.05, 0.02, -0.03], [0.01, -0.02, 0.01], [0.14, 0.09, 0.09], [1.10, -0.48, 0.12], [-0.04, -0.20, -0.14], [0.26, 0.12, 0.20], [-0.04, 0.07, 0.07], [-0.09, 0.22, -0.80], [0.64, -0.12, -0.69], [0.01, -0.09, -0.28], [-0.53, 0.59, -0.45], [-0.44, 0.44, -0.28], [-0.21, -0.29, 0.38], [-0.15, 0.11, -0.08], [0.16, -0.36, -0.96], [0.04, 0.16, 0.78], [0.27, -0.18, -0.63], [-0.15, 0.07, 0.32], [-0.01, -0.20, -0.16], [0.39, 1.22, 0.00], [0.04, -0.01, 0.26], [-0.11, 0.12, 0.03], [0.05, -0.31, -0.25], [0.46, -0.33, 0.07], [0.12, 0.05, 0.14], [-0.08, -0.20, 0.50], [-0.08, -0.08, 0.15], [-0.03, -0.13, 0.02], [0.11, 0.30, -0.62], [0.17, 0.02, 0.11], [-0.35, 0.00, -0.40], [0.53, 0.35, -0.09], [0.13, -0.13, -0.04], [-0.28, 0.41, 0.15], [0.12, -0.09, -0.03], [0.07, -0.05, 0.11], [0.13, 0.29, 0.10], [-0.05, -0.07, 0.17], [-0.17, -0.14, 0.45], [0.23, -0.08, -0.29], [-0.46, 0.09, -0.34], [-0.11, 0.06, -0.23], [-0.03, 0.08, 0.09], [-0.19, -0.14, -0.03], [0.13, 0.03, -0.20], [-0.09, 0.12, -0.16], [0.10, -0.01, -0.22], [-0.13, 0.04, 0.44], [0.00, -0.15, -0.04], [0.40, 0.30, 0.48], [-0.35, -1.07, 0.07], [0.08, -0.09, 0.15], [-0.13, 0.07, -0.19], [0.51, -0.12, 0.37], [-0.15, -0.04, -0.03], [-0.51, -0.21, 0.00], [-0.37, -0.17, 0.18], [-0.06, 0.29, -0.40], [-0.18, -0.09, -0.02], [-0.06, -0.07, 0.14], [-0.13, 0.02, 0.33], [0.11, 0.03, -0.22], [-0.02, -0.06, 0.05], [-0.11, 0.15, 0.00], [0.37, -0.03, 0.14]],
  "total_charge": 1,
  "spin_multiplicity": 5,
  "e_above_lowest_ev": 0.000,
  "s2": 6.028,
  "molar_mass_g_mol": 635.75,
  "homo_lumo_gap_ev": [5.378, 6.029],
  "homo_energy_ev": [-8.53, -11.23],
  "energy_ev": -51902.106
}